63
Properties=species:S:1:pos:R:3:forces:R:3 method="wB97M-V/def2-TZVPD" e_lumo_ha=-0.0843 charge=+1 fmax_ev_per_a=1.3 gap_ev=8.317 e_homo_ha=-0.3900 de_lowest_kcal_mol=8.7
Pt 0.112166 0.164836 -0.164420 0.2755 1.1609 -0.4671
C 2.836048 1.809570 1.615713 -0.0681 -0.0046 -0.0604
C 2.962625 0.426015 1.073644 -0.0597 -0.0588 -0.1016
C 4.100311 -0.368052 1.152465 0.0921 0.0355 0.0762
C 3.782461 -1.552844 0.519581 0.0309 -0.1255 -0.0424
C 4.637748 -2.758356 0.306425 -0.0019 0.0365 0.0264
N 2.517471 -1.463742 0.086756 -0.2500 0.0789 0.1150
N 1.997424 -0.242498 0.424700 0.7474 0.0309 0.2147
B 1.710043 -2.539098 -0.696460 -0.0274 -0.0919 0.0463
N 0.482537 -2.971303 0.118676 0.1213 0.0529 -0.1104
N -0.369776 -2.024850 0.571500 -0.3248 -0.5248 0.2461
C -1.297605 -2.646583 1.288179 -0.0013 -0.0210 0.0544
C -2.394406 -1.882946 1.959588 0.0121 -0.0426 -0.0287
C -1.043586 -4.026812 1.300072 -0.0741 -0.0118 0.0438
C 0.102514 -4.194241 0.549165 0.0388 0.0095 -0.0567
C 0.849754 -5.447809 0.228085 -0.0206 0.0426 0.0082
N 1.319977 -1.884670 -2.038896 -0.1957 -0.0776 -0.0154
N 0.697916 -0.675278 -2.054568 0.0715 -0.3684 0.2504
C 0.585812 -0.304752 -3.331923 -0.0718 0.1275 0.0120
C 0.001225 1.004505 -3.737781 -0.0259 0.0188 0.0037
C 1.122772 -1.299367 -4.151095 0.0373 0.0898 -0.0602
C 1.588878 -2.278625 -3.295631 -0.0068 -0.1208 0.0971
C 2.275905 -3.565378 -3.618440 -0.0322 0.0326 -0.0037
H 3.813057 2.157967 1.942030 0.0106 -0.0073 -0.0130
H 2.189332 1.836173 2.496822 0.0365 0.0292 0.0202
H 2.475822 2.509912 0.860040 -0.0449 -0.0061 0.0202
H 5.040331 -0.107230 1.610655 -0.0467 -0.0093 -0.0169
H 5.621096 -2.580687 0.736847 -0.0104 -0.0025 -0.0014
H 4.761023 -2.977268 -0.754328 -0.0055 0.0162 0.0154
H 4.209343 -3.641545 0.780533 -0.0049 0.0201 0.0001
H 2.391463 -3.498785 -0.901884 0.0355 0.1483 -0.0056
H -2.119901 -0.828239 2.046105 0.0059 -0.0158 0.0072
H -2.571133 -2.258393 2.966819 -0.0035 0.0019 -0.0091
H -3.339103 -1.966076 1.415743 0.0068 0.0065 0.0078
H -1.610517 -4.799051 1.796186 0.0388 0.0508 -0.0226
H 0.327358 -6.300156 0.657468 0.0077 0.0042 -0.0050
H 1.861240 -5.427209 0.636352 -0.0221 0.0115 -0.0020
H 0.930665 -5.604227 -0.848419 -0.0131 0.0120 0.0212
H 0.056927 1.713147 -2.911351 -0.0082 0.0017 0.0207
H -1.039866 0.902023 -4.053097 0.0188 0.0059 0.0002
H 0.552975 1.421230 -4.578917 0.0032 -0.0202 -0.0047
H 1.193572 -1.290517 -5.226985 -0.0150 0.0076 0.0609
H 2.327644 -3.686507 -4.698672 0.0009 0.0025 0.0186
H 1.740456 -4.419750 -3.202345 0.0052 0.0393 -0.0110
H 3.291710 -3.586210 -3.222330 -0.0183 0.0173 0.0002
N -1.831623 0.287038 -0.807776 -0.2589 -0.0453 -0.1706
C -2.579662 1.470428 -1.326924 0.0447 -0.0730 0.0912
C -2.739048 2.573194 -0.289377 0.0256 0.0185 0.0431
C -1.652429 3.652413 -0.184742 0.0321 -0.0828 -0.0647
C -0.234365 3.164450 0.110193 -0.3619 -0.0021 0.1118
N -0.266345 1.999882 1.053997 0.5402 -0.1445 -0.5295
H -1.849714 -0.455560 -1.505016 -0.1576 0.0521 -0.0815
H -2.357517 -0.080850 -0.017788 -0.1056 -0.0798 -0.0390
H -3.570285 1.106595 -1.598632 -0.0610 0.0271 -0.0911
H -2.104372 1.829384 -2.234007 0.1436 0.0103 -0.0125
H -2.904196 2.084194 0.677372 -0.0633 0.1052 0.0554
H -3.672142 3.095948 -0.500037 -0.0367 -0.0274 -0.0209
H -1.981462 4.359264 0.580535 0.0771 -0.0094 0.0374
H -1.605043 4.216522 -1.118567 -0.1074 0.0214 0.0042
H 0.366345 3.983191 0.509965 -0.0671 -0.0099 0.1595
H 0.240430 2.843629 -0.806680 0.1188 -0.1257 -0.0803
H -1.094414 2.089677 1.629587 -0.0316 -0.2833 0.1087
H 0.523005 2.047134 1.680377 0.0252 0.0657 0.1298


62
Properties=species:S:1:pos:R:3:forces:R:3 method="wB97M-V/def2-TZVPD" e_lumo_ha=0.0680 charge=-1 fmax_ev_per_a=2.7 gap_ev=4.394 e_homo_ha=-0.0934
C -2.270652 -2.084564 -2.013278 -0.4340 0.3664 -0.1406
C -1.839014 -2.676050 -3.328714 0.1352 0.1011 -0.7540
O -2.685709 -2.912993 -4.183503 0.0186 -0.1936 0.0970
N -0.482446 -2.950049 -3.560282 -1.1803 -0.4148 2.4267
C -0.346217 -4.329776 -4.028915 -0.0377 0.1334 -1.2587
C 0.432468 -2.555047 -2.431632 1.8068 -0.0991 -1.5989
C 1.228489 -3.701742 -1.882893 -0.8667 0.4633 0.0765
C 0.698560 -4.361944 -0.757347 0.2190 -0.5053 0.0528
C 1.397928 -5.400393 -0.169687 -0.0685 0.3734 -0.3050
C 2.625826 -5.742156 -0.724814 0.2197 -0.4650 0.2567
C 3.082107 -5.059578 -1.834758 -0.2661 0.1537 0.1572
N 2.410947 -4.061081 -2.414107 0.2342 -0.1499 0.2308
C 1.286345 -1.444027 -2.931937 -1.1609 -0.2677 1.6444
Cl 2.020352 -1.654588 -4.683731 0.3489 0.0334 -0.5110
C 2.455115 -0.997525 -2.044324 -0.0907 0.4795 -0.2014
C 3.156960 0.239870 -2.586638 0.5233 -0.3277 0.0853
Cl 1.848538 -0.535327 -0.380889 -0.0971 -0.1891 -0.1315
H -2.072579 -2.783247 -1.203648 0.2281 0.1074 0.1045
H -1.779673 -1.142043 -1.807243 0.3045 0.0008 0.2546
H -3.346510 -1.897838 -2.071004 0.0607 -0.1320 -0.0886
H -0.661206 -5.071601 -3.284946 0.2134 0.0598 0.1460
H -0.995744 -4.461880 -4.895589 0.0003 0.0414 0.0388
H 0.669935 -4.521435 -4.365833 0.0915 0.0382 0.2353
H -0.244230 -4.025256 -0.350681 0.0154 0.1085 0.0041
H 1.020992 -5.907105 0.710447 -0.0157 -0.0134 0.0033
H 3.229332 -6.533297 -0.292299 -0.0134 0.0049 -0.0454
H 4.034085 -5.349075 -2.271451 0.0189 0.1503 -0.1058
H 0.634150 -0.573723 -3.046186 0.1908 0.0537 -0.5398
H 3.170549 -1.795330 -1.877905 -0.0941 -0.1041 0.0027
H 3.828203 -0.066146 -3.389397 -0.1395 0.1164 -0.1211
H 2.445429 0.970798 -2.966618 -0.0339 0.0292 0.0333
H 3.769996 0.681795 -1.800130 -0.0747 0.1048 -0.0070
C -1.031142 1.258400 3.989939 -0.2635 -0.1526 0.0470
C -2.325374 0.500418 4.325151 0.0967 -0.0398 -0.0342
C -2.785273 -0.198150 3.038880 -0.1565 0.0738 0.2906
S -1.294614 -0.503212 2.070946 0.1859 -0.0288 0.2230
O -1.362433 0.302533 0.884530 -0.1316 -0.0550 -0.2126
O -1.035971 -1.918532 2.028562 -0.0877 0.0148 -0.1639
C -0.160757 0.282341 3.210276 0.1006 0.1163 0.2290
H -0.527756 1.614233 4.888738 0.0181 0.0352 -0.0282
H -1.249146 2.119294 3.362827 -0.0190 -0.0848 0.0954
H -2.127427 -0.242400 5.101845 -0.0006 -0.0223 -0.0281
H -3.100069 1.168382 4.702471 0.0070 0.0016 0.0112
H -3.278594 -1.148600 3.226205 0.0241 -0.0329 -0.1028
H -3.429982 0.441880 2.439703 0.0552 -0.0117 -0.0752
H 0.633777 0.762672 2.643352 -0.0399 -0.0602 -0.1113
H 0.251325 -0.496269 3.852806 -0.0027 -0.0370 -0.0495
C -0.050846 6.100834 0.298616 -0.0880 -0.0436 0.0333
C -1.255950 6.741452 1.001583 0.0526 -0.0075 -0.0021
C -1.583435 5.876715 2.225136 -0.1688 0.1926 -0.1455
S -0.032516 5.112569 2.725113 0.0755 0.1767 -0.1640
O -0.141504 3.689957 2.529485 0.1381 0.1830 0.0588
O 0.397877 5.656878 3.988392 -0.0174 -0.1293 0.0616
C 0.958637 5.789851 1.398513 0.0403 0.1006 -0.2196
H 0.375913 6.759550 -0.456067 0.0007 -0.0060 -0.0053
H -0.356684 5.176548 -0.195437 0.0344 -0.0099 -0.0015
H -0.997304 7.752809 1.322521 0.0166 -0.0100 0.0134
H -2.115785 6.817897 0.337788 -0.0050 -0.0006 0.0051
H -1.967687 6.455909 3.060943 0.0299 -0.0739 0.0668
H -2.276130 5.073806 1.979920 0.0751 -0.0717 0.0229
H 1.711859 5.059808 1.111333 -0.0204 -0.0621 0.1027
H 1.434665 6.694778 1.775863 -0.0060 -0.0123 0.0416


34
Properties=species:S:1:pos:R:3:forces:R:3 method="wB97M-V/def2-TZVPD" e_lumo_ha=0.1858 charge=-2 fmax_ev_per_a=2.2 gap_ev=5.136 e_homo_ha=-0.0030 de_lowest_kcal_mol=1.5
C -2.553760 -0.558824 -0.892684 0.0834 0.1752 0.5712
C -2.710632 -1.220420 0.353761 -0.2735 1.0322 -0.0593
C -2.697819 -0.233112 1.378945 0.3264 0.2447 -0.6692
H -2.809695 -2.282975 0.488011 -0.1112 -0.2637 0.0632
C -2.439163 1.027536 0.760814 -0.4609 -0.5670 -0.1448
C -2.370029 0.823041 -0.646775 -0.2377 -0.0948 0.8882
H -2.197262 1.618106 -1.365610 0.0233 -0.1437 -0.0153
H -2.563553 -1.040613 -1.859921 0.1287 -0.0777 -0.1028
H -2.878298 -0.392837 2.440736 0.2317 -0.0477 -0.1356
H -2.343197 1.979372 1.287243 -0.0102 -0.2003 -0.1830
Cd 1.779663 -0.703003 -1.616238 -0.4075 -0.3435 2.1623
Br 3.105422 -2.774874 -1.193930 0.5267 -0.5971 0.1592
C 2.121078 0.692500 -3.406654 -0.2364 0.1584 -0.5370
C 0.928195 1.260486 -2.857169 -0.8023 0.0604 -0.8615
C -0.134629 0.342145 -3.072140 0.1087 0.5901 -0.6042
H 0.798850 2.281642 -2.508692 0.1638 -0.3556 0.2139
C 0.398738 -0.816448 -3.702062 -0.2035 0.6548 -0.7391
C 1.776375 -0.584559 -3.955554 -0.0147 -0.0526 -0.7732
H 2.436248 -1.256254 -4.507194 -0.1232 0.2132 0.4081
H 3.067941 1.194328 -3.515071 0.1415 -0.0189 0.0818
H -1.195595 0.576321 -2.960859 0.6233 -0.3726 0.4479
H -0.189352 -1.638542 -4.099646 0.1986 0.0294 0.3064
F 0.838515 0.367182 5.664087 -0.0967 0.2150 0.6877
C 0.803840 0.273049 4.322516 0.1257 -0.3869 -0.5102
C 0.937163 1.414395 3.528631 0.1527 -0.6063 0.2928
F 0.940748 2.640970 4.084556 0.1223 0.0350 0.2719
C 1.113118 1.273288 2.179507 -0.2520 -0.4829 -0.4969
F 1.295602 2.362390 1.397816 -0.1584 -0.1643 0.2852
C 0.958634 0.011275 1.544866 -0.2454 -0.2598 -0.6343
O 0.854128 -0.062069 0.271244 0.5735 0.0250 -0.3900
C 0.808458 -1.134220 2.376034 0.0607 0.4563 -0.1746
F 0.632545 -2.338636 1.800375 0.1617 0.3421 0.2707
C 0.776611 -1.003341 3.745540 -0.0364 0.6250 -0.1526
F 0.711117 -2.097294 4.535515 -0.0829 0.1787 0.0730


6
Properties=species:S:1:pos:R:3:forces:R:3 method="wB97M-V/def2-TZVPD" e_lumo_ha=0.0082 fmax_ev_per_a=0.3 gap_ev=9.468 e_homo_ha=-0.3397 de_lowest_kcal_mol=0.0
C -2.136374 -0.226957 -2.107474 -0.1106 -0.2027 0.0591
O -2.431562 -1.249271 -1.737421 0.0534 0.2102 -0.0881
O 1.240087 0.527149 1.950086 -0.0098 0.0138 0.0980
S 1.983361 0.511436 0.499849 -0.1979 0.0329 0.0823
Cl 0.811969 -0.752890 -0.585796 0.0938 0.0338 0.0512
H 0.532519 1.190533 1.980757 0.1710 -0.0881 -0.2025


14
Properties=species:S:1:pos:R:3:forces:R:3 method="wB97M-V/def2-TZVPD" smiles="O=[N+]([O-])C(=C(O)O)[N+](=O)[O-].F" e_lumo_ha=-0.0170 fmax_ev_per_a=4.9 gap_ev=9.838 e_homo_ha=-0.3785 de_lowest_kcal_mol=2.8
C -0.933923 0.092930 0.360406 2.0008 1.8076 -0.3805
C 0.409327 0.028482 0.339448 1.4307 -1.5808 1.0843
N 1.020262 -1.229691 0.831224 -1.1181 4.1333 -2.3297
N 1.286076 1.159687 -0.144509 -2.9784 -3.2110 2.2557
O 0.230929 -2.087121 1.117711 -0.4122 -2.2928 1.0416
O 2.198544 -1.272077 0.789509 2.0688 -1.0449 0.5285
O 0.936620 1.623504 -1.189774 0.8635 2.1981 -1.5573
O 2.107569 1.512628 0.623865 1.7313 1.1132 0.1626
O -1.480479 1.246215 0.085284 -1.5386 0.1849 -0.3759
O -1.809080 -0.775891 0.649530 -2.2195 -1.3661 0.4560
F -0.165060 -0.254796 -2.178901 -0.2513 0.7761 -0.9691
H 0.083761 0.687227 -2.137616 -0.2000 -1.6467 0.2090
H -2.409813 0.935807 0.059072 -0.1509 1.2777 -0.2545
H -1.474739 -1.666910 0.794754 0.7738 -0.3485 0.1294


50
Properties=species:S:1:pos:R:3:forces:R:3 method="wB97M-V/def2-TZVPD" e_lumo_ha=-0.1602 charge=+1 fmax_ev_per_a=3.4 gap_ev=6.064 e_homo_ha=-0.3830
N 2.198664 -0.859692 -1.719571 -0.1094 0.6142 -0.4013
C 1.162798 -1.602358 -2.085426 -1.4599 -1.3647 -0.1860
N 1.341286 -3.071007 -2.025317 -0.7179 1.4843 -1.3673
C -0.083292 -3.494480 -1.956743 -1.1465 1.5543 -0.2958
C -0.765946 -2.487970 -2.981018 -1.5781 -0.9527 2.0127
C -2.267845 -2.535787 -2.526565 0.1801 0.0529 -0.5798
O -3.148745 -1.741297 -3.338834 -0.2781 -0.6439 1.3264
C -4.346661 -1.613059 -2.569791 -1.1751 0.6236 0.5655
C -4.442146 -0.403228 -1.752891 -1.6342 -1.4389 0.1183
C -5.610871 -0.210424 -0.902336 0.9132 -1.9436 -1.5462
C -6.626032 -1.255621 -0.900235 0.9156 -0.0231 -0.7198
C -6.529739 -2.447806 -1.734565 1.8658 1.2718 -0.2562
C -5.353095 -2.661340 -2.601406 -0.5184 2.1707 1.6596
N -0.117334 -1.236866 -2.487095 3.2688 -1.0140 -0.0334
H 2.159621 -0.103885 -1.032228 -0.1943 0.1486 -0.8224
H 3.110064 -1.127021 -2.102992 -0.3477 -0.2569 1.0039
H 1.550178 -3.274795 -3.021304 0.7267 -0.3759 0.4861
H -0.352092 -4.567403 -2.077901 0.7896 0.8392 -0.1168
H -0.472959 -3.098749 -0.983141 0.3712 -0.9227 -0.5335
H -0.509203 -2.665399 -4.055593 -0.5385 0.1078 0.8059
H -2.343070 -2.161078 -1.463304 0.3314 -0.4191 -1.0014
H -2.592273 -3.610609 -2.539781 0.2009 0.7964 -0.0107
H -3.620741 0.356497 -1.777657 -0.8640 -0.8754 -0.0883
H -5.646196 0.710018 -0.274934 -0.2872 -1.0218 -0.5531
H -7.505736 -1.119746 -0.229064 0.7846 -0.2435 -0.7366
H -7.333001 -3.215392 -1.723630 0.6950 0.7619 0.0691
H -5.248175 -3.575872 -3.236361 -0.0656 1.0781 0.6436
H -0.182163 -0.404460 -3.076464 -0.0891 0.0633 0.6780
C 4.320287 3.318265 0.752611 0.0487 0.0384 0.1016
C 2.982355 3.208127 1.472860 0.1900 0.0244 -0.0494
N 2.736799 1.887255 2.035604 -0.3260 -0.4476 -0.2796
C 1.350055 1.678936 2.440088 -0.1314 0.0260 -0.0765
C 0.799412 2.551796 3.567035 -0.1906 -0.0529 0.1334
C 3.742198 1.386848 2.966694 0.4072 0.0113 -0.0338
C 4.068082 2.239606 4.193370 0.0326 -0.0457 0.1745
H 4.428770 2.532819 0.000198 -0.0019 -0.0173 0.0685
H 4.388005 4.281528 0.242945 -0.0087 -0.0368 0.0543
H 5.162214 3.255936 1.444313 -0.0069 -0.0292 -0.0637
H 2.202498 3.424444 0.734818 -0.1442 -0.1262 0.1846
H 2.919835 3.996336 2.233515 0.0078 0.1004 -0.0233
H 1.208464 0.626146 2.708279 0.2028 0.0307 0.0396
H 0.716751 1.829006 1.556842 0.1082 0.1190 -0.0532
H 1.201234 2.262569 4.537265 0.0369 0.0764 -0.0304
H -0.285438 2.429843 3.626009 0.0430 0.0113 -0.0173
H 0.997370 3.612158 3.405726 0.0342 -0.0372 -0.0022
H 4.671823 1.230661 2.409923 -0.0624 0.1029 -0.0590
H 3.458932 0.383221 3.299350 -0.2224 0.0984 -0.0958
H 4.236180 3.288032 3.940390 -0.0290 -0.0341 -0.0174
H 4.984414 1.870063 4.660224 -0.0357 0.0094 -0.0422
H 3.284466 2.185232 4.948088 0.0089 0.1075 -0.0335